[1]
DFT (the ωB97M-V functional and the def2-TZVPD basis) results for 2 unconnected molecules or ions with the total composition CH6N2O.

- Max |F|: 1.9 eV/A
- Spin multiplicity: 1
- SMILES: N=O.CN
- ΔE to the lowest compared entry with this formula, charge and spin: 97.10 kcal/mol
- Electronic energy: -226.31281 Eh
- HOMO-LUMO gap: 9.1 eV
- M: 62.07 g mol⁻¹

Last columns: bonded neighbours and bond lengths (Å).
Geometry (Å):
1 O -2.486 -0.680 0.133  N2 1.185
2 N -2.234 0.354 -0.388  O1 1.185, H10 1.133
3 N 1.065 -0.135 -0.905  C4 1.439, H7 0.991, H8 0.978
4 C 1.082 0.070 0.519  N3 1.439, H5 1.065, H6 1.091, H9 1.056
5 H 1.962 0.648 0.679  C4 1.065
6 H 1.001 -0.677 1.311  C4 1.091
7 H 0.354 -0.822 -0.973  N3 0.991
8 H 1.918 -0.565 -1.117  N3 0.978
9 H 0.189 0.597 0.719  C4 1.056
10 H -2.852 1.211 0.022  N2 1.133

=====

[2]
DFT (the ωB97M-V functional and the def2-TZVPD basis) results for a single C4H4N2O molecule.

- Max |F|: 4.0 eV/A
- Spin multiplicity: 1
- SMILES: [H]/N=C1/NC=CC1=O
- ΔE to the lowest compared entry with this formula, charge and spin: 48.21 kcal/mol
- Electronic energy: -339.50484 Eh
- HOMO-LUMO gap: 8.4 eV
- M: 96.09 g mol⁻¹

Last columns: bonded neighbours and bond lengths (Å).
Geometry (Å):
1 O 1.278 1.516 -0.136  C6 1.242
2 N -0.824 -1.195 -0.136  C4 1.390, C7 1.390, H10 1.097
3 N 1.637 -1.277 0.111  C7 1.282, H8 1.042
4 C -1.740 -0.153 -0.050  N2 1.390, C5 1.426, H9 1.064
5 C -1.120 1.126 0.077  C4 1.426, C6 1.414, H11 1.203
6 C 0.261 0.827 0.049  O1 1.242, C5 1.414, C7 1.579
7 C 0.475 -0.738 0.056  N2 1.390, N3 1.282, C6 1.579
8 H 2.501 -0.704 0.014  N3 1.042
9 H -2.716 -0.512 0.174  C4 1.064
10 H -1.347 -2.158 -0.102  N2 1.097
11 H -1.613 2.181 0.378  C5 1.203

=====

- Which value of electronic energy does entry 2 give?
  -339.50484 Eh

=====

What did the first record say?
DFT (the ωB97M-V functional and the def2-TZVPD basis) results for 2 unconnected molecules or ions with the total composition CH6N2O.

- Max |F|: 1.9 eV/A
- Spin multiplicity: 1
- SMILES: N=O.CN
- ΔE to the lowest compared entry with this formula, charge and spin: 97.10 kcal/mol
- Electronic energy: -226.31281 Eh
- HOMO-LUMO gap: 9.1 eV
- M: 62.07 g mol⁻¹

Last columns: bonded neighbours and bond lengths (Å).
Geometry (Å):
1 O -2.486 -0.680 0.133  N2 1.185
2 N -2.234 0.354 -0.388  O1 1.185, H10 1.133
3 N 1.065 -0.135 -0.905  C4 1.439, H7 0.991, H8 0.978
4 C 1.082 0.070 0.519  N3 1.439, H5 1.065, H6 1.091, H9 1.056
5 H 1.962 0.648 0.679  C4 1.065
6 H 1.001 -0.677 1.311  C4 1.091
7 H 0.354 -0.822 -0.973  N3 0.991
8 H 1.918 -0.565 -1.117  N3 0.978
9 H 0.189 0.597 0.719  C4 1.056
10 H -2.852 1.211 0.022  N2 1.133

=====

Please write out number 2 again, unchanged.
DFT (the ωB97M-V functional and the def2-TZVPD basis) results for a single C4H4N2O molecule.

- Max |F|: 4.0 eV/A
- Spin multiplicity: 1
- SMILES: [H]/N=C1/NC=CC1=O
- ΔE to the lowest compared entry with this formula, charge and spin: 48.21 kcal/mol
- Electronic energy: -339.50484 Eh
- HOMO-LUMO gap: 8.4 eV
- M: 96.09 g mol⁻¹

Last columns: bonded neighbours and bond lengths (Å).
Geometry (Å):
1 O 1.278 1.516 -0.136  C6 1.242
2 N -0.824 -1.195 -0.136  C4 1.390, C7 1.390, H10 1.097
3 N 1.637 -1.277 0.111  C7 1.282, H8 1.042
4 C -1.740 -0.153 -0.050  N2 1.390, C5 1.426, H9 1.064
5 C -1.120 1.126 0.077  C4 1.426, C6 1.414, H11 1.203
6 C 0.261 0.827 0.049  O1 1.242, C5 1.414, C7 1.579
7 C 0.475 -0.738 0.056  N2 1.390, N3 1.282, C6 1.579
8 H 2.501 -0.704 0.014  N3 1.042
9 H -2.716 -0.512 0.174  C4 1.064
10 H -1.347 -2.158 -0.102  N2 1.097
11 H -1.613 2.181 0.378  C5 1.203

=====

- Among the records above, which one has the highest HOMO-LUMO gap?
  CH6N2O